Entry from the Open Molecules 2025 dataset: a cluster of 2 separate species, C2H4F2S in total in a non-equilibrium geometry (ωB97M-V with the def2-TZVPD basis set).

Each line ends with the Löwdin charge.
Positions of all 9 atoms, in Å:
C1 0.20 -0.13 -0.84  -0.0827
C2 0.30 1.05 0.03  -0.8276
F1 0.03 2.19 -0.61  0.0068
S1 0.60 1.15 1.68  0.7020
H1 1.21 -0.54 -0.74  0.1004
H2 -0.55 -0.88 -0.32  0.0984
H3 -0.18 -0.04 -1.85  0.0806
F2 -0.64 -1.84 1.33  -0.0987
H4 -0.97 -0.96 1.31  0.0207

Its HOMO energy (alpha / beta) is -0.3516 / -0.3516 Eh. For the maximum force, the calculation gives 2.85 eV/A. For the lowest unoccupied orbital energy (alpha / beta), the calculation gives -0.381 / -0.382 eV. The gap between HOMO and LUMO (alpha / beta) is 0.3376 / 0.3376 Eh.